C3H7NO2Se | the ωB97M-V functional and the def2-TZVPD basis

Structure (XYZ):
```
14
Properties=species:S:1:pos:R:3:forces:R:3
C 1.625 0.007 0.374 -1.43 1.77 2.90
C -1.715 -1.493 -0.028 -0.06 0.05 1.01
C 1.383 0.255 -0.972 0.03 0.72 -3.93
N 0.512 1.231 -1.500 0.85 -0.50 0.29
O 2.072 -0.954 0.953 0.16 0.75 -0.44
O 1.050 1.193 1.045 1.21 -0.55 0.32
Se -1.572 0.263 0.504 -0.97 -0.22 2.71
H -1.242 -1.659 -0.965 0.15 -0.30 -0.66
H -1.746 -2.279 0.717 -0.05 0.11 -0.21
H 2.086 -0.218 -1.710 -1.22 0.20 0.77
H 0.172 1.223 -2.464 0.76 -0.37 0.59
H 1.178 1.312 2.010 0.27 -0.90 -0.83
H -0.042 1.842 -0.904 0.58 -0.59 0.05
H -1.457 0.170 2.145 -0.29 -0.15 -2.58
```
Forces are in eV/Å.

Results
HOMO-LUMO gap (alpha / beta)	7.571 / 8.761	eV
net charge	0
spin multiplicity	3
⟨S²⟩	2.013
E_HOMO (alpha / beta)	-7.182 / -9.250	eV
E_LUMO (alpha / beta)	0.0143 / -0.0179	hartree

***

C3H7NO3 | the ωB97M-V functional and the def2-TZVPD basis

Structure (XYZ):
```
14
Properties=species:S:1:pos:R:3:forces:R:3
C -0.633 0.069 0.115 1.07 -0.81 0.24
C 1.680 -0.369 -1.060 -1.48 2.20 -0.34
C 0.975 0.040 0.157 -0.66 -1.40 2.75
N -1.256 -0.046 1.404 -0.11 0.51 -0.22
O -1.072 -0.994 -0.675 0.27 -0.13 -0.16
O -0.887 1.287 -0.486 -0.78 1.21 0.11
O 1.496 0.396 1.199 -0.28 0.06 -0.84
H -2.033 -1.062 -0.592 0.10 0.13 0.08
H -1.511 1.822 0.039 0.24 -0.49 -0.31
H -0.951 -0.894 1.869 0.00 0.10 -0.05
H -1.010 0.745 1.989 0.21 -0.15 0.09
H 1.226 -1.236 -1.530 -0.03 0.26 -0.22
H 2.760 -0.400 -0.957 -0.13 0.26 -0.10
H 1.215 0.644 -1.471 1.58 -1.75 -1.03
```
Forces are in eV/Å.

Results
energy relative to the best compared isomer or geometry (same formula, charge and spin)	1.8671	eV
HOMO-LUMO gap	10.124	eV
net charge	0
spin multiplicity	1
SMILES	CC(=O)C(N)(O)O
E_HOMO	-9.450	eV
E_LUMO	0.0248	hartree

***

Calculated values (hartree/bohr) of max |F| for the records, taken in order: 0.07774; 0.06129.